Molecular formula: C4H15NO2
Method: DFT, wB97M-V/def2-TZVPD

Last columns: bonded neighbours and bond lengths (Å).
Atoms and positions in Å:
1 C -2.09150 0.94181 0.12361  N2 1.460, H6 1.094, H7 1.091, H8 1.070
2 N -1.67029 0.95907 1.52193  C1 1.460, C3 1.456, H9 1.009
3 C -0.29548 0.59502 1.83385  N2 1.456, C4 1.525, C5 1.521, H10 1.096
4 C 0.70617 1.70954 1.54823  C3 1.525, H11 1.088, H12 1.091, H13 1.093
5 C 0.12298 -0.71527 1.18447  C3 1.521, H14 1.091, H15 1.094, H16 1.088
6 H -1.37633 1.45161 -0.52896  C1 1.094
7 H -3.08309 1.39705 0.09775  C1 1.091
8 H -2.22747 -0.07192 -0.19233  C1 1.070
9 H -1.94832 1.81265 1.98189  N2 1.009
10 H -0.29422 0.43295 2.91786  C3 1.096
11 H 1.71408 1.46447 1.87544  C4 1.088
12 H 0.38490 2.63337 2.03061  C4 1.091
13 H 0.77525 1.90982 0.47594  C4 1.093
14 H 0.99598 -1.05507 1.74368  C5 1.091
15 H 0.42168 -0.59311 0.13946  C5 1.094
16 H -0.65426 -1.47690 1.19332  C5 1.088
17 O -0.42052 -1.38070 -3.11480  H18 0.962, H19 0.963
18 H 0.42835 -1.48069 -2.67322  O17 0.962
19 H -0.24261 -1.13334 -4.02827  O17 0.963
20 O 2.54897 -2.38520 -2.83555  H21 0.964, H22 0.963
21 H 2.86616 -2.48050 -1.93062  O20 0.964
22 H 3.33958 -2.53466 -3.36426  O20 0.963

Properties
HOMO level	-8.3	eV
LUMO level	0.4811	eV
energy above the lowest of the compared OMol25 structures with the same formula, charge and spin	1.022	eV
frontier orbital gap	8.73	eV
SMILES string	CNC(C)C.O.O
total charge	0
E	-366.6136	a.u.

Quick look at the Löwdin charges, all values in e: -0.123 -0.112 -0.483 -0.077 -0.075 0.074 0.080 0.061 0.094 0.127 0.071 0.072 0.070 0.075 0.068 0.080 -0.067 -0.007 0.033 -0.048 0.043 0.043



Molecular formula: H2
Method: DFT, wB97M-V/def2-TZVPD

Last columns: bonded neighbours and bond lengths (Å).
Atoms and positions in Å:
1 H 0.00000 0.00000 1.36110  no bonds
2 H 0.00000 0.00000 -1.36110  no bonds

Properties
HOMO level	-9.5	eV
LUMO level	-3.5995	eV
energy above the lowest of the compared OMol25 structures with the same formula, charge and spin	6.697	eV
frontier orbital gap	5.88	eV
total charge	0
E	-0.9148	a.u.

Quick look at the Löwdin charges, all values in e: 0.000 0.000



Molecular formula: C25H34F7N5O22P
Method: DFT, wB97M-V/def2-TZVPD

Last columns: bonded neighbours and bond lengths (Å).
Atoms and positions in Å:
1 N 2.76800 -0.17455 -2.88052  P2 1.552, H12 1.009
2 P 1.53801 0.41244 -3.62196  N1 1.552, N3 1.722, H13 1.395, H14 1.406
3 N 1.34321 2.02158 -3.03962  P2 1.722, C4 1.505, C9 1.403
4 C 0.57947 2.96263 -3.93161  N3 1.505, C5 1.529, H15 1.095, H16 1.088
5 C -0.79974 2.46698 -4.36704  C4 1.529, C6 1.524, H17 1.094, H18 1.088
6 C -1.71190 1.86913 -3.30322  C5 1.524, N7 1.409, O8 1.212
7 N -3.07190 2.18818 -3.48752  C6 1.409, H19 1.017, H20 1.018
8 O -1.29812 1.19640 -2.38377  C6 1.212
9 C 2.57587 2.62175 -2.74327  N3 1.403, N10 1.365, N11 1.312
10 N 3.70758 2.52595 -3.49962  C9 1.365, H21 1.016, H22 1.017
11 N 2.56831 3.35751 -1.65742  C9 1.312, H23 1.010, H24 1.010
12 H 2.63395 -1.02326 -2.35198  N1 1.009
13 H 0.32045 -0.24751 -3.45327  P2 1.395
14 H 1.74509 0.61588 -4.99734  P2 1.406
15 H 1.16648 3.11558 -4.84279  C4 1.095
16 H 0.48287 3.92093 -3.42622  C4 1.088
17 H -0.71382 1.78037 -5.21380  C5 1.094
18 H -1.31646 3.34112 -4.75730  C5 1.088
19 H -3.54816 2.02601 -2.60366  N7 1.017
20 H -3.51583 1.55434 -4.14828  N7 1.018
21 H 3.75496 1.63682 -3.98967  N10 1.016
22 H 3.93231 3.30093 -4.11790  N10 1.017
23 H 3.11075 4.20447 -1.56182  N11 1.010
24 H 1.98525 3.06132 -0.88718  N11 1.010
25 C -2.08286 -0.40900 0.19522  C26 1.518, O30 1.430, H32 1.091, H33 1.083
26 C -3.59418 -0.54216 0.23757  C25 1.518, O27 1.415, F31 1.353, H34 1.092
27 O -3.78145 -1.51866 1.24468  C26 1.415, C28 1.355
28 C -2.72432 -1.46013 2.08987  O27 1.355, O29 1.186, O30 1.354
29 O -2.67615 -1.96631 3.16142  C28 1.186
30 O -1.72555 -0.72842 1.54298  C25 1.430, C28 1.354
31 F -4.10193 -0.99345 -0.93214  C26 1.353
32 H -1.65515 -1.14943 -0.48233  C25 1.091
33 H -1.73104 0.58044 -0.07024  C25 1.083
34 H -4.12981 0.36497 0.52397  C26 1.092
35 C 5.53372 1.08030 -8.12726  C36 1.514, O40 1.439, H42 1.090, H43 1.087
36 C 5.58561 2.17562 -7.08288  C35 1.514, O37 1.430, F41 1.344, H44 1.093
37 O 4.20911 2.54140 -6.95932  C36 1.430, C38 1.361
38 C 3.46163 1.46211 -7.31903  O37 1.361, O39 1.193, O40 1.338
39 O 2.29185 1.36621 -7.10594  C38 1.193
40 O 4.22174 0.53165 -7.90680  C35 1.439, C38 1.338
41 F 6.29546 3.25086 -7.46687  C36 1.344
42 H 5.59055 1.48740 -9.13662  C35 1.090
43 H 6.29677 0.32086 -7.97959  C35 1.087
44 H 5.94874 1.84343 -6.10730  C36 1.093
45 C -4.39671 -2.77842 5.61179  C46 1.515, O50 1.432, H52 1.087, H53 1.086
46 C -4.31202 -1.64833 6.61657  C45 1.515, O47 1.411, F51 1.360, H54 1.092
47 O -5.66934 -1.31361 6.80620  C46 1.411, C48 1.362
48 C -6.41519 -2.42244 6.54422  O47 1.362, O49 1.186, O50 1.349
49 O -7.56432 -2.53714 6.81365  C48 1.186
50 O -5.66455 -3.36121 5.93284  C45 1.432, C48 1.349
51 F -3.64694 -0.56742 6.12753  C46 1.360
52 H -4.42212 -2.39856 4.59338  C45 1.087
53 H -3.60346 -3.51366 5.70943  C45 1.086
54 H -3.87112 -1.91524 7.57877  C46 1.092
55 C -0.23013 -0.54906 4.68871  C56 1.516, O60 1.435, H62 1.087, H63 1.086
56 C 0.46962 -1.63674 5.47927  C55 1.516, O57 1.419, F61 1.351, H64 1.092
57 O 1.82349 -1.46206 5.09077  C56 1.419, C58 1.355
58 C 1.99538 -0.16634 4.73204  O57 1.355, O59 1.188, O60 1.349
59 O 3.04851 0.35937 4.57207  C58 1.188
60 O 0.80124 0.44352 4.58269  C55 1.435, C58 1.349
61 F 0.06403 -2.87760 5.13188  C56 1.351
62 H -0.49508 -0.90084 3.69480  C55 1.087
63 H -1.10625 -0.13610 5.17954  C55 1.086
64 H 0.39809 -1.53616 6.56377  C56 1.092
65 C 4.34371 2.41514 6.55469  C66 1.516, O70 1.429, H72 1.091, H73 1.084
66 C 3.92518 3.76136 7.11163  C65 1.516, O67 1.409, F71 1.357, H74 1.092
67 O 4.94910 4.04181 8.03800  C66 1.409, C68 1.367
68 C 6.07885 3.38736 7.63274  O67 1.367, O69 1.181, O70 1.354
69 O 7.16468 3.59766 8.04740  C68 1.181
70 O 5.76570 2.47780 6.67945  C65 1.429, C68 1.354
71 F 2.73332 3.70717 7.75758  C66 1.357
72 H 3.95634 1.60824 7.17916  C65 1.091
73 H 4.05729 2.24709 5.52328  C65 1.084
74 H 3.88112 4.56710 6.37555  C66 1.092
75 C 3.97215 -3.00734 -5.84325  C76 1.518, O80 1.427, H82 1.092, H83 1.086
76 C 4.29283 -4.01346 -6.93322  C75 1.518, O77 1.416, F81 1.350, H84 1.091
77 O 5.32091 -3.34921 -7.64610  C76 1.416, C78 1.355
78 C 5.95712 -2.51239 -6.79071  O77 1.355, O79 1.185, O80 1.357
79 O 6.99879 -1.98710 -7.00049  C78 1.185
80 O 5.22728 -2.35328 -5.65764  C75 1.427, C78 1.357
81 F 3.24326 -4.22734 -7.75512  C76 1.350
82 H 3.22942 -2.29332 -6.20602  C75 1.092
83 H 3.63231 -3.45949 -4.91636  C75 1.086
84 H 4.66602 -4.97560 -6.57921  C76 1.091
85 C -8.86939 -3.55050 3.19529  C86 1.515, O90 1.428, H92 1.092, H93 1.085
86 C -8.30756 -2.23542 3.69577  C85 1.515, O87 1.411, F91 1.363, H94 1.089
87 O -8.92274 -1.29879 2.83782  C86 1.411, C88 1.367
88 C -10.10752 -1.83012 2.41160  O87 1.367, O89 1.181, O90 1.354
89 O -10.96363 -1.21872 1.87390  C88 1.181
90 O -10.14830 -3.15226 2.70036  C85 1.428, C88 1.354
91 F -6.95563 -2.15383 3.53961  C86 1.363
92 H -8.26403 -3.93525 2.37210  C85 1.092
93 H -8.97436 -4.30532 3.96823  C85 1.085
94 H -8.55474 -2.00663 4.73149  C86 1.089

Properties
HOMO level	-12.5	eV
LUMO level	-4.4953	eV
frontier orbital gap	8.01	eV
total charge	+1
E	-3942.3513	a.u.

Quick look at the Löwdin charges, all values in e: -0.240 0.753 -0.197 -0.164 -0.100 -0.485 0.134 0.043 -0.420 0.189 0.273 -0.008 0.028 0.012 0.117 0.129 0.128 0.127 0.097 0.116 0.072 0.135 0.154 0.156 -0.055 -0.305 0.150 -0.530 0.174 0.062 0.080 0.145 0.115 0.177 -0.016 -0.307 0.108 -0.566 0.126 0.087 0.099 0.154 0.132 0.173 -0.052 -0.302 0.141 -0.561 0.173 0.071 0.064 0.111 0.144 0.174 -0.042 -0.301 0.143 -0.548 0.161 0.076 0.084 0.113 0.136 0.175 -0.059 -0.319 0.131 -0.547 0.191 0.075 0.071 0.145 0.115 0.170 -0.057 -0.307 0.143 -0.555 0.175 0.063 0.086 0.136 0.138 0.177 -0.043 -0.306 0.131 -0.547 0.190 0.077 0.069 0.144 0.144 0.156



Molecular formula: C2H5NOS
Method: DFT, wB97M-V/def2-TZVPD

Last columns: bonded neighbours and bond lengths (Å).
Atoms and positions in Å:
1 C 0.39755 1.35305 0.44913  S5 1.654, H6 1.092
2 C 0.51511 -1.04127 -0.69953  S5 1.830, H7 1.034, H8 1.117, H9 1.123
3 N -1.58196 0.82447 0.61762  H10 1.022
4 O 2.44253 0.71345 -1.09728  S5 1.463
5 S 0.98677 0.70855 -0.95539  C1 1.654, C2 1.830, O4 1.463
6 H 0.36055 2.42654 0.64684  C1 1.092
7 H 0.03563 -0.87521 0.20144  C2 1.034
8 H 1.41221 -1.68721 -0.85659  C2 1.117
9 H -0.37270 -1.20863 -1.36623  C2 1.123
10 H -1.64153 1.07928 1.60571  N3 1.022

Properties
HOMO level (spin up / spin down)	-8.7 / -9.6	eV
LUMO level (spin up / spin down)	-1.0065 / -1.3460	eV
energy above the lowest of the compared OMol25 structures with the same formula, charge and spin	8.082	eV
frontier orbital gap (spin up / spin down)	7.66 / 8.22	eV
total charge	0
E	-607.1098	a.u.

Quick look at the Löwdin charges, all values in e: -0.239 -0.212 0.091 -0.499 0.771 0.022 -0.035 0.084 0.066 -0.047



Molecular formula: C6H13NO
Method: DFT, wB97M-V/def2-TZVPD

Last columns: bonded neighbours and bond lengths (Å).
Atoms and positions in Å:
1 C 0.34885 -0.40177 -1.34442  N2 1.516, C5 1.533, H9 1.136, H10 1.148
2 N -1.07911 -0.32751 -1.84877  C1 1.516, C3 1.402, H11 1.022
3 C -1.63431 0.83535 -2.40064  N2 1.402, O4 1.233, H12 1.079
4 O -2.84657 0.88087 -2.62151  C3 1.233
5 C 0.77790 0.69868 -0.36747  C1 1.533, C6 1.472, H13 1.145, H14 1.111
6 C -0.01706 0.90203 0.85408  C5 1.472, C7 1.516, H15 1.116, H16 1.199
7 C -0.19321 -0.33228 1.71695  C6 1.516, C8 1.537, H17 1.107, H18 1.088
8 C 1.07553 -1.11908 2.08158  C7 1.537, H19 1.100, H20 1.115, H21 1.173
9 H 0.91152 -0.19009 -2.30792  C1 1.136
10 H 0.69083 -1.45167 -1.03065  C1 1.148
11 H -1.66249 -1.10392 -1.52902  N2 1.022
12 H -0.94441 1.65389 -2.53620  C3 1.079
13 H 0.59157 1.66532 -0.95132  C5 1.145
14 H 1.84833 0.43089 -0.24014  C5 1.111
15 H 0.54267 1.65512 1.45796  C6 1.116
16 H -1.01045 1.46181 0.48455  C6 1.199
17 H -0.79587 -0.03044 2.59526  C7 1.107
18 H -0.77581 -1.12801 1.25697  C7 1.088
19 H 1.91401 -0.52999 1.68200  C8 1.100
20 H 1.29343 -1.29814 3.16043  C8 1.115
21 H 0.96465 -2.27107 1.88829  C8 1.173

Properties
2S+1	2
HOMO level (spin up / spin down)	1.1 / -6.2	eV
LUMO level (spin up / spin down)	3.7930 / 3.6533	eV
energy above the lowest of the compared OMol25 structures with the same formula, charge and spin	1.536	eV
frontier orbital gap (spin up / spin down)	2.64 / 9.89	eV
total charge	-1
E	-366.3170	a.u.

Quick look at the Löwdin charges, all values in e: -0.318 0.016 -0.380 -0.048 -0.326 -0.291 -0.345 -0.334 0.075 0.074 0.106 0.107 0.103 0.078 0.100 0.144 0.089 0.061 0.029 0.023 0.036



Molecular formula: C3H2N4O
Method: DFT, wB97M-V/def2-TZVPD

Last columns: bonded neighbours and bond lengths (Å).
Atoms and positions in Å:
1 O 1.53720 -1.70492 -0.71248  C2 1.202
2 C 0.57995 -0.97879 -0.72998  O1 1.202, N3 1.429, N8 1.376
3 N 0.62211 0.35416 -1.24337  C2 1.429, C4 1.287
4 C 0.48332 1.34065 -0.42913  N3 1.287, N5 1.445, H9 1.023
5 N 0.40128 1.18105 1.00459  C4 1.445, N6 1.253
6 N -0.39397 0.33377 1.47222  N5 1.253, C7 1.440
7 C -1.12403 -0.58537 0.63764  N6 1.440, N8 1.314, H10 1.088
8 N -0.71277 -1.29971 -0.38540  C2 1.376, C7 1.314
9 H 0.62122 2.29560 -0.76941  C4 1.023
10 H -2.01431 -0.93643 1.15531  C7 1.088

Properties
HOMO level	-9.9	eV
LUMO level	-1.6421	eV
energy above the lowest of the compared OMol25 structures with the same formula, charge and spin	1.281	eV
frontier orbital gap	8.30	eV
SMILES string	O=c1ncnncn1
total charge	0
E	-409.6811	a.u.

Quick look at the Löwdin charges, all values in e: 0.133 -0.585 0.189 -0.126 0.068 0.061 -0.122 0.186 0.084 0.112